No. 1
60
Properties=species:S:1:pos:R:3:lowdin_spin:R:1 method="wB97M-V/def2-TZVPD" gap_ev="6.915 / 6.256" lumo_ev="-2.72 / -4.93" spin_multiplicity=6 e_homo_ev="-9.6 / -11.2" charge=+1 energy_ha=-4105.841720
Rh 0.29089 0.20802 0.02917 1.720
C 1.23187 1.88226 -2.96721 0.016
C 2.32172 0.82778 -2.71804 0.006
C 2.85729 0.88108 -1.28126 0.064
C 1.97045 -0.60165 -3.12647 0.022
C 2.87375 -1.26443 -3.95242 0.000
C 2.66446 -2.57128 -4.36099 0.016
C 1.54172 -3.24939 -3.92064 -0.001
C 0.60622 -2.63822 -3.09022 0.025
C -0.52820 -3.48515 -2.52079 0.002
C -1.25976 -4.30344 -3.59459 0.001
C 0.03013 -4.40763 -1.42465 0.010
C 0.81620 -1.29777 -2.72686 0.033
N -0.15337 -0.62835 -1.89731 0.494
C -1.37784 -0.36701 -2.43166 0.034
C -1.72998 -0.59213 -3.79188 0.109
C -2.98514 -0.28463 -4.25963 -0.006
C -3.94286 0.26742 -3.40490 0.153
C -3.63535 0.52191 -2.06877 -0.014
C -2.38781 0.20679 -1.62071 0.112
F -2.11530 0.46475 -0.33519 0.076
H 1.67954 2.88138 -2.97836 0.000
H 0.47141 1.88964 -2.18871 0.011
H 0.73098 1.72683 -3.92779 0.001
H 3.15583 1.10607 -3.35791 0.002
H 2.10759 0.49949 -0.58966 0.031
H 3.07728 1.90161 -0.96621 0.001
H 3.73684 0.25480 -1.13683 0.002
H 3.76186 -0.73130 -4.28585 0.000
H 3.38044 -3.06171 -5.01229 0.001
H 1.38873 -4.28354 -4.21768 0.000
H -1.26133 -2.83206 -2.05728 0.001
H -0.65179 -5.14265 -3.94399 0.000
H -1.52593 -3.69402 -4.46486 0.000
H -2.18190 -4.72281 -3.18266 0.000
H 0.79067 -5.07167 -1.84906 0.000
H -0.76517 -5.02535 -0.99015 0.001
H 0.49053 -3.83058 -0.61861 0.015
H -0.98043 -0.99520 -4.45969 0.004
H -3.22781 -0.46216 -5.30098 -0.003
H -4.93072 0.51590 -3.77996 0.008
H -4.35454 0.96285 -1.38624 -0.003
S 0.44718 2.14194 2.85862 0.132
C 0.45611 1.63627 1.42690 0.154
C 0.88240 -5.25455 1.93270 0.007
N -0.54890 -5.01459 2.16951 0.025
C -1.40281 -5.89517 2.84109 0.008
C -2.61274 -5.31769 2.83744 0.008
N -2.45788 -4.10251 2.16433 0.025
C -3.53271 -3.13443 1.92318 0.003
C -1.19601 -3.91664 1.73850 0.270
Se 0.20689 -1.69760 1.42114 1.414
H 1.14053 -6.22934 2.33099 0.000
H 1.48165 -4.49603 2.43032 0.004
H 1.09801 -5.23818 0.86681 0.000
H -1.07204 -6.83618 3.25619 0.001
H -3.55466 -5.64838 3.25148 0.001
H -4.47781 -3.57820 2.21734 0.000
H -3.57251 -2.87906 0.86808 0.000
H -3.36913 -2.23057 2.50438 0.001



No. 2
59
Properties=species:S:1:pos:R:3:mulliken_charge:R:1 method="wB97M-V/def2-TZVPD" gap_ev=8.673 lumo_ev=0.45 e_homo_ev=-8.2 charge=0 energy_ha=-1321.955721
H -1.57271 -0.18895 2.34864 0.235
N -2.18151 0.50061 1.92586 -0.813
C -1.64005 1.17363 0.98911 0.286
C -0.29114 1.07931 0.46247 -0.910
C 0.06426 1.87635 -0.57693 1.409
N -0.76923 2.79150 -1.14615 -0.726
C -1.95596 2.87188 -0.65435 -0.030
N -2.43616 2.14300 0.36211 0.205
C -3.80819 2.26876 0.80099 -1.609
C -4.70533 1.17281 0.20667 1.103
C -6.09770 1.27526 0.82143 -1.648
C -4.77636 1.28237 -1.31354 -1.440
O 1.30044 1.86715 -1.15007 -0.463
C 2.26462 1.11709 -0.56204 0.658
C 2.04299 0.28656 0.47121 -0.642
C 3.14269 -0.42920 1.11881 0.385
O 2.98712 -1.07534 2.13475 -0.643
C 4.48965 -0.32780 0.43337 -1.338
C 4.74689 1.04599 -0.19291 1.942
C 4.78727 2.11946 0.89636 -1.792
C 6.08132 1.03444 -0.94035 -2.088
C 3.60935 1.33431 -1.18044 -1.298
C 0.65304 0.04903 1.02148 0.239
C 0.19890 -1.34687 0.63909 -0.335
C -0.13187 -1.63560 -0.67538 -0.287
C -0.54146 -2.90361 -1.05100 -0.865
C -0.61929 -3.91416 -0.10020 1.008
O -1.00858 -5.19658 -0.35137 -0.461
C -1.36281 -5.54609 -1.66589 -0.822
C -0.27713 -3.62959 1.22236 -0.877
C 0.12495 -2.36279 1.58451 0.323
H -2.62588 3.59834 -1.09504 0.327
H -3.80494 2.16803 1.88838 0.420
H -4.17726 3.25653 0.51525 0.536
H -4.26587 0.20976 0.48056 0.233
H -6.74254 0.49493 0.42584 0.404
H -6.54698 2.23983 0.59279 0.362
H -6.04648 1.16337 1.90106 0.404
H -5.21101 2.23601 -1.60900 0.317
H -5.39682 0.48636 -1.71771 0.428
H -3.78764 1.19869 -1.76006 0.322
H 4.50312 -1.09422 -0.34795 0.382
H 5.26542 -0.57965 1.15847 0.440
H 5.57754 1.90167 1.61074 0.434
H 4.97953 3.09731 0.46032 0.436
H 3.84423 2.16108 1.43573 0.362
H 6.08844 0.26644 -1.71067 0.435
H 6.89889 0.83514 -0.25200 0.420
H 6.25993 1.99717 -1.41377 0.428
H 3.69956 0.66956 -2.04603 0.273
H 3.66015 2.35997 -1.55107 0.455
H 0.69208 0.11391 2.11690 0.834
H -0.07433 -0.86083 -1.42815 0.422
H -0.79379 -3.08673 -2.08388 0.402
H -0.52442 -5.41453 -2.35817 0.322
H -1.63432 -6.59999 -1.62805 0.243
H -2.22079 -4.96506 -2.02042 0.323
H -0.33551 -4.42424 1.94895 0.435
H 0.40168 -2.16177 2.60841 0.497



No. 3
60
Properties=species:S:1:pos:R:3:mulliken_charge:R:1 method="wB97M-V/def2-TZVPD" gap_ev=8.577 lumo_ev=0.33 e_homo_ev=-8.2 charge=0 energy_ha=-1720.160937
C -0.97560 -3.17499 -2.55686 -1.661
C -0.74174 -2.82211 -1.11999 0.419
C 0.42182 -3.20581 -0.46688 -0.927
C 0.61327 -2.88786 0.86414 -0.452
C -0.33537 -2.17817 1.59047 0.939
C -0.06482 -1.85219 3.02968 -1.964
C -1.50878 -1.79273 0.93990 1.183
C -2.60992 -1.03903 1.64445 -1.400
N -3.16345 0.01655 0.80194 0.184
C -4.50509 0.00943 0.57261 0.824
O -5.24386 -0.84798 1.00784 -0.657
C -5.03051 1.17408 -0.23902 -0.727
S -4.09848 1.32693 -1.78723 -0.152
C -2.53206 1.53950 -1.01272 0.877
C -1.56889 2.33325 -1.62014 -0.994
C -0.33681 2.53289 -1.03025 -0.502
C -0.06793 1.95031 0.20524 0.345
C 1.21206 2.07774 0.96249 0.161
O 1.28668 1.77787 2.14156 -0.679
N 2.28170 2.50278 0.25424 0.003
C 3.61406 2.59060 0.80706 -1.169
C 4.63611 1.77783 0.00526 -0.317
N 4.77665 0.41181 0.47780 0.008
C 5.83169 -0.32427 -0.20223 -0.868
C 5.41550 -0.80468 -1.60087 -0.491
O 4.22600 -1.56484 -1.55867 -0.431
C 3.17564 -0.84342 -0.94442 0.125
C 3.57137 -0.40430 0.46830 -0.473
C -1.04107 1.16569 0.81134 -0.191
C -2.27058 0.92084 0.21700 -0.947
C -1.69558 -2.12473 -0.39599 -0.487
H -1.47033 -4.14432 -2.62662 0.312
H -0.03381 -3.23830 -3.09728 0.388
H -1.61300 -2.43693 -3.03867 0.367
H 1.17851 -3.76274 -1.00103 0.453
H 1.52516 -3.19674 1.35458 0.356
H -0.91462 -2.10131 3.66220 0.403
H 0.16069 -0.79172 3.15043 0.363
H 0.79812 -2.41137 3.38207 0.437
H -2.27020 -0.60954 2.58875 0.436
H -3.44524 -1.71503 1.85804 0.350
H -6.07442 0.99801 -0.49037 0.413
H -4.93153 2.11174 0.31272 0.310
H -1.80408 2.79024 -2.56894 0.435
H 0.37819 3.17040 -1.52800 0.428
H 2.18297 2.69648 -0.72873 0.158
H 3.56426 2.22881 1.83559 0.422
H 3.92449 3.64150 0.81601 0.455
H 5.61830 2.24300 0.13096 0.503
H 4.37214 1.85080 -1.06521 0.264
H 6.72448 0.29973 -0.27356 0.466
H 6.06271 -1.19766 0.41484 0.359
H 6.17802 -1.46104 -2.02351 0.376
H 5.28168 0.05804 -2.27336 0.298
H 2.31627 -1.51414 -0.91386 -0.175
H 2.91519 0.03237 -1.56071 0.348
H 2.75336 0.12020 0.95356 0.008
H 3.79486 -1.29896 1.05718 0.320
H -0.79800 0.75040 1.77413 0.698
H -2.61543 -1.83635 -0.88619 0.468